Entry 1:
The following is a quantum chemistry calculation of a cluster of 2 separate species, C5H9NO2 in total in a non-equilibrium geometry, from the Open Molecules 2025 dataset.

As for the charge: 0. The calculation puts the orbital gap (alpha / beta) at 8.32 / 8.02 eV. For the total energy, the calculation gives -10911.45694 eV. The calculation puts the energy above the lowest of the compared OMol25 structures with the same formula, charge and spin at 493.9 kJ/mol.

Each line ends with the natural charge from an NBO analysis.
CARTESIAN COORDINATES (ANGSTROEM)
1 C 0.196 -0.047 0.169  -0.059
2 C -0.678 -0.444 1.073  0.226
3 C -1.061 0.538 -2.147  0.680
4 C 1.648 -0.124 0.114  -0.702
5 C 0.046 -0.669 2.486  -0.652
6 N -0.223 1.239 -2.933  -0.839
7 O -2.119 -0.045 -2.275  -0.586
8 O -2.015 -0.639 1.038  -0.674
9 H 2.007 0.768 0.704  0.215
10 H 1.894 0.102 -0.987  0.228
11 H 2.108 -0.963 0.444  0.214
12 H 1.145 -0.773 2.346  0.209
13 H -0.362 -1.609 2.724  0.218
14 H -0.105 0.018 3.333  0.223
15 H 0.417 1.810 -2.450  0.411
16 H -0.605 1.521 -3.771  0.387
17 H -2.292 -0.683 0.131  0.502

Atomic forces in eV per Å
-2.39 -0.59 -1.56
2.22 0.96 1.94
-0.73 -1.90 2.19
-0.48 5.15 -2.49
-0.24 0.22 -1.44
-0.85 -1.74 1.76
2.02 1.46 -0.51
0.52 0.14 0.90
0.24 -0.81 -0.59
0.25 -0.52 1.64
1.23 -2.83 0.87
-0.97 0.05 0.05
-0.22 -1.40 1.01
-0.43 0.10 -0.71
0.76 0.61 0.32
-0.67 1.01 -2.40
-0.25 0.10 -1.00



Entry 2:
The following is a quantum chemistry calculation of a structure of composition C15H31N7O7PZr, from the Open Molecules 2025 dataset.

As for the charge: +3. The calculation puts the orbital gap at 9.12 eV. For the total energy, the calculation gives -51376.26265 eV. The calculation puts the energy above the lowest of the compared OMol25 structures with the same formula, charge and spin at 2.8 kJ/mol.

Each line ends with the natural charge from an NBO analysis.
CARTESIAN COORDINATES (ANGSTROEM)
1 Zr -0.117 -0.530 0.140  2.474
2 N -0.401 0.055 -2.194  -0.896
3 C -0.705 -1.067 -3.125  -0.242
4 C -1.077 -2.299 -2.321  -0.235
5 N -0.196 -2.486 -1.137  -0.536
6 C 1.202 -2.871 -1.528  -0.244
7 C 2.111 -1.703 -1.894  -0.232
8 N 2.038 -0.596 -0.890  -0.877
9 C -0.778 -3.579 -0.286  -0.238
10 C -1.938 -3.087 0.557  -0.229
11 N -1.491 -1.982 1.451  -0.874
12 H -1.190 0.703 -2.204  0.438
13 H 0.372 0.603 -2.559  0.408
14 H 0.151 -1.260 -3.765  0.223
15 H -1.527 -0.802 -3.790  0.235
16 H -1.054 -3.193 -2.949  0.237
17 H -2.096 -2.188 -1.948  0.207
18 H 1.169 -3.577 -2.362  0.236
19 H 1.633 -3.387 -0.673  0.253
20 H 1.881 -1.284 -2.868  0.206
21 H 3.130 -2.086 -1.963  0.251
22 H 2.380 0.258 -1.325  0.410
23 H 2.701 -0.798 -0.147  0.415
24 H 0.010 -3.946 0.367  0.253
25 H -1.102 -4.407 -0.921  0.236
26 H -2.336 -3.924 1.132  0.246
27 H -2.749 -2.700 -0.058  0.200
28 H -0.910 -2.378 2.186  0.420
29 H -2.304 -1.564 1.892  0.409
30 O 3.092 2.458 4.733  -0.584
31 C 2.446 1.782 3.808  0.420
32 C 2.577 0.400 3.603  -0.262
33 C 1.832 -0.176 2.604  0.128
34 N 0.998 0.518 1.823  -0.609
35 C 0.904 1.847 1.999  0.100
36 C 1.584 2.522 2.970  -0.222
37 C -0.017 2.453 0.986  0.798
38 O -0.471 3.582 1.101  -0.613
39 O -0.323 1.644 0.015  -0.838
40 C 1.905 -1.633 2.212  0.750
41 O 2.639 -2.417 2.731  -0.495
42 O 1.073 -1.886 1.208  -0.891
43 H 3.675 1.910 5.278  0.519
44 H 3.244 -0.217 4.192  0.279
45 H 1.483 3.592 3.093  0.283
46 N -5.680 0.722 -1.943  -0.683
47 C -4.984 0.245 -0.692  -0.610
48 P -3.288 0.996 -0.651  2.183
49 O -3.062 1.474 -2.052  -1.156
50 O -2.373 -0.045 -0.038  -1.159
51 C -3.417 2.511 0.394  -0.614
52 N -2.720 3.651 -0.277  -0.706
53 H -4.948 1.066 -2.593  0.479
54 H -6.335 1.486 -1.765  0.452
55 H -6.213 -0.022 -2.399  0.460
56 H -4.875 -0.835 -0.760  0.265
57 H -5.603 0.468 0.175  0.269
58 H -2.992 2.372 1.387  0.272
59 H -4.469 2.770 0.515  0.252
60 H -3.194 4.538 -0.102  0.447
61 H -2.679 3.493 -1.291  0.455
62 H -1.727 3.736 0.113  0.477

Atomic forces in eV per Å
-0.18 0.71 0.20
-0.11 -0.05 0.01
0.01 0.00 0.00
0.00 0.00 0.01
0.02 -0.18 -0.05
-0.01 0.00 0.00
0.02 0.00 -0.01
-0.06 -0.06 -0.06
0.03 -0.03 -0.03
-0.02 -0.03 0.01
0.05 -0.09 -0.13
0.01 0.01 -0.01
0.01 -0.01 0.02
0.00 0.00 -0.01
0.00 0.00 0.01
0.01 0.01 -0.01
0.00 0.00 -0.01
0.00 0.00 0.00
0.00 0.00 0.00
0.00 0.00 0.00
0.00 0.01 0.00
0.00 0.01 0.02
-0.02 -0.01 0.02
0.00 0.01 0.00
0.01 0.00 0.00
0.00 0.01 0.01
-0.01 -0.01 0.00
-0.01 0.00 0.00
0.00 0.02 -0.01
0.00 0.00 0.00
0.00 -0.01 0.01
-0.01 0.01 0.00
-0.01 0.01 0.01
0.08 -0.03 -0.07
0.00 -0.01 0.00
-0.02 0.00 0.01
0.00 0.03 -0.01
0.02 0.03 -0.06
0.02 -0.14 0.04
-0.05 -0.04 0.00
-0.01 0.01 0.02
0.15 -0.12 0.07
0.00 0.00 0.00
0.00 0.00 0.00
0.00 0.00 0.00
0.01 -0.01 -0.01
-0.01 0.02 0.01
0.03 0.02 0.02
0.00 -0.02 -0.02
0.00 -0.10 -0.05
0.00 0.04 -0.02
0.01 0.05 -0.01
-0.01 0.00 0.00
0.01 0.01 -0.01
-0.01 0.00 0.01
0.02 0.00 -0.01
-0.01 -0.01 0.00
0.02 0.00 -0.01
0.00 0.00 0.02
0.00 0.00 0.00
0.01 -0.02 0.00
0.00 -0.05 0.07



Entry 3:
The following is a quantum chemistry calculation of a structure of composition C18H24KN3O4S3 in a non-equilibrium geometry, from the Open Molecules 2025 dataset.

As for the charge: 0. The calculation puts the orbital gap at 6.99 eV. For the total energy, the calculation gives -80546.93136 eV. The calculation puts the energy above the lowest of the compared OMol25 structures with the same formula, charge and spin at 0.7 kJ/mol.

Each line ends with the natural charge from an NBO analysis.
CARTESIAN COORDINATES (ANGSTROEM)
1 K -0.692 0.562 0.338  0.862
2 C -0.619 -2.893 1.263  -0.266
3 O -1.044 -1.813 2.063  -0.545
4 C -0.394 -1.748 3.305  -0.090
5 C 1.007 -1.130 3.222  -0.092
6 O 1.044 0.170 2.682  -0.544
7 C 0.746 1.232 3.555  -0.084
8 C -0.709 1.699 3.523  -0.093
9 O -0.975 2.272 2.272  -0.553
10 C -2.319 2.666 2.157  -0.258
11 H -0.777 -3.847 1.782  0.164
12 H -1.215 -2.870 0.355  0.231
13 H 0.434 -2.808 0.982  0.165
14 H -1.031 -1.146 3.954  0.181
15 H -0.305 -2.751 3.747  0.175
16 H 1.467 -1.142 4.219  0.172
17 H 1.619 -1.735 2.548  0.195
18 H 1.018 0.972 4.586  0.174
19 H 1.369 2.072 3.232  0.204
20 H -1.398 0.863 3.706  0.172
21 H -0.856 2.444 4.322  0.176
22 H -2.584 3.384 2.944  0.174
23 H -2.435 3.128 1.182  0.200
24 H -2.990 1.803 2.219  0.183
25 N 1.793 0.830 -3.234  -0.532
26 C 2.888 0.338 -2.573  0.162
27 C 4.127 -0.129 -2.981  -0.256
28 C 5.018 -0.496 -1.990  -0.212
29 C 4.683 -0.427 -0.636  -0.230
30 C 3.448 0.021 -0.220  -0.202
31 C 2.554 0.429 -1.200  0.084
32 N 1.316 0.978 -1.063  -0.495
33 C 0.890 1.203 -2.276  0.389
34 C -0.359 1.857 -2.557  0.046
35 C -1.049 1.831 -3.739  -0.404
36 S -2.440 2.815 -3.632  0.468
37 C -1.990 3.196 -2.011  -0.109
38 N -0.919 2.634 -1.593  -0.430
39 H 1.665 0.895 -4.231  0.422
40 H 4.388 -0.204 -4.025  0.215
41 H 6.005 -0.834 -2.270  0.214
42 H 5.420 -0.723 0.096  0.212
43 H 3.161 0.071 0.819  0.225
44 H -0.842 1.258 -4.618  0.243
45 H -2.579 3.869 -1.421  0.216
46 C -3.598 -3.270 -2.797  -0.265
47 O -3.865 -1.997 -2.257  -0.518
48 C -2.851 -1.235 -1.821  0.025
49 S -1.251 -1.668 -2.045  -0.381
50 S -3.349 0.175 -1.080  -0.361
51 H -4.467 -3.543 -3.391  0.187
52 H -3.462 -4.002 -1.994  0.179
53 H -2.697 -3.255 -3.417  0.205

Atomic forces in eV per Å
-0.53 -0.59 0.42
-0.06 -0.35 -0.20
-0.09 0.35 0.08
0.27 0.24 0.20
-0.19 -0.44 0.01
-0.14 0.06 -0.38
-0.21 0.43 0.18
0.39 -0.22 0.34
0.23 0.15 0.09
-0.35 0.12 0.03
0.03 0.05 0.02
0.04 -0.02 -0.02
0.06 -0.01 -0.03
0.03 -0.10 0.05
0.01 0.04 0.03
-0.01 -0.04 -0.04
0.06 0.00 0.11
-0.02 0.01 -0.04
-0.05 -0.06 0.10
0.01 0.06 0.03
0.02 -0.10 -0.06
-0.01 -0.04 -0.11
-0.04 0.09 -0.08
-0.03 0.00 0.02
-0.31 0.08 -0.11
0.30 -0.22 0.76
-0.02 -0.04 -0.14
0.05 0.02 -0.15
0.14 -0.07 0.16
-0.01 0.00 -0.05
0.57 -0.17 -0.70
0.09 0.39 -0.31
0.53 -0.20 0.12
-0.71 0.15 -1.08
-0.06 0.11 0.30
0.31 -0.07 0.32
-0.57 0.17 -0.68
0.46 0.21 0.72
0.01 0.05 0.15
0.07 0.01 -0.11
0.04 -0.07 -0.03
0.03 -0.05 0.06
0.03 0.05 0.16
0.07 -0.17 -0.23
-0.24 0.15 0.18
0.24 -0.53 -0.28
-0.13 0.13 0.06
-0.19 0.13 -0.04
0.68 -0.34 -0.19
-0.61 0.58 0.30
-0.04 0.03 0.03
0.04 0.07 -0.07
-0.17 -0.04 0.06